1.
61
Properties=species:S:1:pos:R:3:forces:R:3:lowdin_charge:R:1 method="wB97M-V/def2-TZVPD" e_homo_ev=-13.62 charge=+1 lumo_ev=-2.062 orbital_gap_ev=11.56 energy_ev=-63075.5237 relative_energy_kj_mol=68.6 mol_weight_g_mol=489.49
K 27.1700 -20.6270 -7.1589 -0.0012 0.0076 -0.1988 0.865
C 28.4727 -22.7390 -10.6267 -0.2012 -1.3898 1.5444 -0.052
O 28.9376 -21.6865 -11.4272 0.5199 -0.0038 -0.6160 0.044
C 28.9847 -20.4895 -10.8659 -0.4173 -0.3113 0.4959 -0.595
O 28.4415 -20.2185 -9.8145 0.1708 0.3570 0.1267 0.065
O 29.6961 -19.6857 -11.6259 0.1645 -0.2584 -0.0956 0.042
C 29.8585 -18.3414 -11.2069 0.0830 1.0544 -0.7936 -0.020
H 28.8210 -23.7106 -10.9780 -0.0471 0.3586 -0.8465 0.105
H 27.3918 -22.7808 -10.5062 -0.0669 0.2746 -0.2682 0.085
H 28.8842 -22.7472 -9.6105 -0.0140 0.6686 -0.0676 0.097
H 28.9069 -17.8102 -11.2204 -0.0832 -0.1818 0.4979 0.107
H 30.4458 -17.8564 -11.9875 0.0746 -0.2817 -0.0239 0.104
H 30.4221 -18.2172 -10.2867 -0.2986 -0.3152 0.2265 0.078
C 24.2982 -21.1986 -10.5099 -0.8351 1.3602 0.8770 -0.002
O 23.4756 -22.0099 -9.6539 0.2289 -0.2762 -0.1638 0.030
C 23.9800 -22.2954 -8.4659 0.2615 -0.4374 -0.6379 -0.611
O 25.0365 -21.8902 -8.0431 0.0756 0.2866 0.3893 0.015
O 23.1834 -23.1578 -7.8669 -0.1951 0.0521 0.1376 0.040
C 23.5118 -23.4759 -6.5232 0.3647 0.2752 0.9089 -0.021
H 24.6403 -20.3355 -9.9319 0.3006 -0.1716 0.0168 0.084
H 23.5653 -20.7775 -11.1911 0.3595 -0.3784 -0.6336 0.104
H 25.1556 -21.7029 -10.9380 -0.2062 -0.3424 -0.1663 0.094
H 23.5984 -22.5809 -5.9005 -0.3155 0.1044 -0.2069 0.104
H 24.4866 -23.9542 -6.4058 -0.1328 -0.2950 -0.4383 0.089
H 22.7078 -24.0972 -6.1464 0.0482 -0.1051 -0.0834 0.104
C 27.9145 -25.3808 -5.2962 1.0377 0.8629 1.1219 -0.030
O 27.4666 -25.5656 -6.6230 -0.3911 -0.6465 -0.1334 0.011
C 27.3001 -24.4751 -7.3538 0.9887 0.0462 0.0277 -0.625
O 27.5531 -23.3538 -6.9883 -0.2252 0.2593 0.1816 0.050
O 26.9463 -24.7330 -8.5954 -0.3983 0.1483 -0.1207 0.002
C 26.6455 -26.0585 -9.0410 -0.3071 -0.1876 -0.8995 -0.013
H 27.1923 -24.8475 -4.6788 -0.2669 -0.2559 -0.1268 0.102
H 28.8236 -24.7713 -5.2508 -0.1332 0.0638 -0.4069 0.101
H 28.2113 -26.3212 -4.8420 -0.5437 -0.3132 -0.3597 0.102
H 27.5443 -26.6486 -9.2084 0.0865 0.0536 0.3225 0.104
H 26.1815 -25.8897 -10.0132 0.0330 -0.0907 0.0539 0.100
H 25.9247 -26.5939 -8.4283 0.1731 0.1764 0.3352 0.102
C 30.2016 -18.5286 -7.5602 0.6349 -0.4727 -0.9055 -0.028
O 30.6919 -18.5457 -6.2181 -0.1581 0.4224 -0.2870 0.040
C 30.2137 -19.3862 -5.3332 0.4755 -1.1631 0.1624 -0.602
O 29.2425 -20.0974 -5.4557 -0.4824 0.1681 -0.0701 0.041
O 31.0601 -19.4301 -4.3103 -0.1877 0.5367 -0.3305 0.032
C 30.7130 -20.2206 -3.1988 -0.5365 -0.2289 1.6667 -0.048
H 31.0494 -18.8337 -8.1800 0.1742 0.3975 0.0736 0.100
H 29.9188 -17.5123 -7.8106 -0.1455 0.0225 0.0500 0.101
H 29.4510 -19.2534 -7.8946 -0.2281 0.2726 0.9755 0.052
H 30.7891 -21.2960 -3.3461 0.2333 0.0654 -0.4329 0.100
H 29.7155 -20.0332 -2.7887 -0.1521 0.1853 -0.6328 0.100
H 31.3580 -19.9105 -2.3778 0.3749 -0.1295 -0.3173 0.101
C 23.7838 -17.2386 -9.0765 -0.6645 -0.0659 -0.8840 -0.039
O 24.5098 -16.4489 -8.1687 -0.1137 1.0415 0.4150 0.025
C 25.5790 -16.8642 -7.5245 -0.2150 -0.7567 -0.8904 -0.615
O 26.0414 -17.9776 -7.6334 0.3964 -0.4463 0.4348 0.065
O 26.0449 -15.8646 -6.8177 -0.0093 0.6869 0.1845 0.039
C 27.0921 -16.1031 -5.8943 0.6987 -1.0561 0.1147 -0.017
H 23.3796 -18.1610 -8.6602 0.2537 0.0289 0.2390 0.097
H 24.3144 -17.4437 -10.0098 0.4020 -0.1034 0.3134 0.100
H 22.9553 -16.5904 -9.3672 -0.0435 -0.1875 0.1560 0.103
H 26.7156 -16.6940 -5.0594 -0.0862 0.3393 0.2152 0.106
H 27.5208 -15.1557 -5.5943 -0.3537 0.1616 0.0943 0.104
H 27.9010 -16.7068 -6.3178 -0.1587 0.1133 -0.3210 0.081

***

2.
53
Properties=species:S:1:pos:R:3:forces:R:3:lowdin_spin:R:1 method="wB97M-V/def2-TZVPD" spin_multiplicity=3 e_homo_ev="-6.84 / -6.72" charge=0 lumo_ev="-0.883 / -0.971" orbital_gap_ev="5.96 / 5.75" energy_ev=-45589.8183 mol_weight_g_mol=444.30
Mo -0.8366 -0.0549 -0.5192 1.1221 0.2676 1.1605 0.951
P -1.5049 -0.4707 1.8071 -0.6939 0.2524 -0.6126 0.012
P 1.2269 -0.0684 -1.8969 0.5249 -0.3207 -0.8130 0.028
N -1.6727 1.4204 -0.7704 0.1177 -0.0313 -0.2351 -0.028
H 3.4562 -1.9546 1.2786 0.8305 1.4142 -1.6379 0.081
C -1.0221 0.4822 3.2935 0.0355 0.0878 -0.0905 0.000
H -1.5820 0.0834 4.1551 0.2120 0.1764 -0.2591 0.000
H -1.2746 1.5454 3.1576 0.1739 -0.3745 -0.0040 0.000
H 0.0572 0.3763 3.4704 -0.3400 0.0899 -0.0209 0.000
C -1.5686 -2.1826 2.4129 -0.0667 -0.1004 0.1390 0.003
H -1.8299 -2.1568 3.4836 0.0903 -0.2069 -0.3722 0.000
H -0.5909 -2.6600 2.2572 -0.2548 0.0532 0.0917 0.001
H -2.3457 -2.7288 1.8569 0.3054 0.1069 0.1674 0.001
C -3.2774 -0.0174 1.5789 -0.3094 -0.0004 0.7639 0.011
H -3.7943 -0.2529 2.5209 -0.1325 0.0835 -0.2135 0.001
H -3.7552 -0.5820 0.7658 0.2931 0.1016 0.2244 0.007
H -3.3984 1.0555 1.3706 0.1995 -0.3574 0.0465 0.001
C 2.5631 1.1642 -1.9487 -0.2017 0.2456 0.1720 0.008
H 2.9178 1.2200 -2.9884 -0.0727 -0.0326 0.2758 0.000
H 3.3866 0.8785 -1.2775 -0.2540 0.0525 -0.0702 0.001
H 2.1608 2.1378 -1.6436 0.1704 -0.1437 -0.0797 0.001
C 2.0928 -1.5979 -2.3790 -0.0472 -0.1108 0.0508 0.000
H 2.4591 -1.4677 -3.4086 -0.0277 -0.1280 0.3015 0.000
H 1.4103 -2.4545 -2.3194 0.1975 0.1583 -0.0846 0.000
H 2.9431 -1.7676 -1.7060 -0.1692 0.0446 -0.1495 0.000
C 0.3057 0.3308 -3.4404 0.0735 0.0559 -0.3153 0.004
H 1.0617 0.3933 -4.2353 -0.2373 0.0160 0.0385 0.001
H -0.2100 1.2953 -3.3704 0.0785 -0.1721 0.0355 0.000
H -0.4199 -0.4463 -3.7090 0.1527 0.1554 0.0987 -0.001
C -2.5061 2.3383 -1.3611 -0.9908 0.8795 -0.7788 0.001
C -3.5772 4.5042 -1.5947 -0.4977 -0.1243 -0.5307 0.000
C -2.5360 3.7318 -1.0750 -0.1373 -0.8062 0.1203 -0.002
C -3.4516 1.8269 -2.2875 0.5738 -0.5259 0.7627 0.000
C -4.4680 2.6143 -2.7663 -0.8264 0.2670 -0.7515 0.000
C -4.5642 3.9692 -2.4521 1.0733 -0.1399 0.8927 -0.001
H -3.6693 5.5518 -1.3242 0.2531 -0.0839 -0.0076 0.000
H -1.7857 4.1766 -0.4123 -0.3449 -0.2522 -0.2203 0.000
H -3.3894 0.7544 -2.5441 -0.1048 0.6828 0.1674 0.002
H -5.2303 2.1562 -3.4052 0.3252 0.1836 0.1276 0.000
H -5.3653 4.5954 -2.8300 0.0999 -0.1410 0.0626 0.000
C 2.7150 -2.4827 1.8730 -0.3754 -1.1548 0.6812 0.157
O 1.6845 -2.8422 1.1329 -0.0012 0.2669 0.0380 0.550
C 2.3980 -1.5103 3.0414 0.6644 -0.1621 -0.3066 0.013
H 2.8752 -1.8258 3.9826 -0.1410 0.1821 -0.2648 0.004
H 1.3121 -1.4594 3.1840 0.2629 -0.0435 -0.0286 0.001
H 2.8000 -0.5258 2.7232 -0.3409 -0.3822 0.4779 0.001
C 3.8111 -3.6352 2.0155 0.1967 -0.1393 -0.1828 0.062
H 4.8645 -3.3829 1.7324 -1.0738 0.3533 -0.0703 0.001
H 3.4745 -4.4534 1.3612 0.1341 0.2045 0.4330 0.001
H 3.8914 -3.9267 3.0426 -0.2531 -0.5648 0.7112 0.010
O 5.1124 -1.0458 -0.7942 -0.4986 1.0415 0.3082 0.029
N 4.5861 -0.8646 0.3117 -0.2942 -1.1057 0.8042 0.074
O 4.0606 0.2153 0.6500 0.5260 0.1813 -1.0532 0.013

***

3.
55
Properties=species:S:1:pos:R:3:forces:R:3:lowdin_charge:R:1 method="wB97M-V/def2-TZVPD" e_homo_ev=-12.16 charge=+1 lumo_ev=-2.118 orbital_gap_ev=10.04 energy_ev=-43625.3179 mol_weight_g_mol=380.49
O 5.2508 0.0871 -1.2721 -0.0229 0.0115 -0.0093 -0.319
S 4.0822 0.6526 -1.8696 0.2163 -0.2988 -0.0149 0.680
O 3.9788 0.8674 -3.2757 -0.1124 0.1322 -0.0882 -0.316
C 2.7415 -0.4201 -1.3441 -0.2795 0.2155 0.5130 -0.160
N 1.4238 0.1573 -1.5889 0.0580 -0.4543 -0.1931 -0.098
C 0.2729 -0.4840 -1.5607 -0.0109 -0.0095 -0.0174 0.009
N -0.6654 0.4279 -1.7832 -0.2368 0.0894 -0.2873 0.172
C -0.0354 1.6184 -1.9456 0.4220 0.2126 -0.0177 -0.077
N 1.2537 1.4747 -1.8259 -0.0583 0.1794 0.0329 0.153
H 3.7587 1.7841 -1.2073 0.0203 0.0909 -0.0455 0.083
H 2.8426 -1.3650 -1.8716 0.1064 0.0341 -0.1102 0.122
H 2.8537 -0.5591 -0.2697 0.1717 -0.0780 0.1223 0.086
H 0.1239 -1.5345 -1.3635 0.0154 -0.0904 0.1621 0.139
H -1.6834 0.2691 -1.8215 -0.0790 0.0218 0.3307 0.114
H -0.5150 2.5657 -2.1143 -0.1619 -0.0585 0.0679 0.124
C 2.5962 -0.2993 4.2162 -0.0638 0.0967 -0.1394 -0.016
C 3.3275 -0.7620 2.9841 0.0775 -0.0306 0.0919 -0.486
O 3.0708 -0.3106 1.8881 -0.1310 0.0187 -0.1804 0.041
C 4.3960 -1.8059 3.1744 -0.0202 0.0270 -0.1815 -0.012
H 1.8572 0.4512 3.9476 -0.0007 0.0002 0.0001 0.082
H 2.0988 -1.1453 4.6924 0.0602 -0.0136 0.0635 0.090
H 3.3026 0.1260 4.9303 0.0067 -0.0706 0.0508 0.091
H 3.9633 -2.7057 3.6145 0.0280 0.0177 0.0866 0.089
H 5.1642 -1.4321 3.8524 -0.0257 -0.0398 0.0699 0.092
H 4.8502 -2.0496 2.2170 0.0083 0.0067 0.0015 0.083
C -2.3710 5.0888 1.3057 -0.0382 -0.1667 -0.0412 -0.016
C -1.4791 4.7226 0.1500 -0.0122 0.0722 0.0602 -0.487
O -1.5374 3.6279 -0.3718 -0.0071 -0.0072 -0.0856 0.034
C -0.5135 5.7764 -0.3252 0.0139 -0.1561 -0.1022 -0.013
H -3.0170 4.2508 1.5544 0.0009 -0.0013 0.0022 0.082
H -1.7657 5.3508 2.1745 -0.0079 0.0885 -0.0076 0.091
H -2.9818 5.9539 1.0442 0.0489 0.0610 0.0423 0.092
H 0.1551 6.0620 0.4880 -0.0407 0.0735 0.0222 0.092
H -1.0596 6.6654 -0.6432 0.0133 0.0476 0.0702 0.093
H 0.0740 5.3980 -1.1583 0.0057 0.0078 -0.0001 0.080
C 1.4635 -4.6192 -1.0485 -0.0599 0.1795 0.0069 -0.009
C 0.3181 -4.3258 -0.1127 -0.0122 -0.1298 0.0880 -0.487
O -0.0518 -3.1916 0.1146 0.0786 0.1317 -0.2595 0.042
C -0.3459 -5.5098 0.5345 -0.0744 0.1419 0.0722 -0.014
H 1.8664 -3.6920 -1.4509 0.0145 -0.0114 -0.0076 0.061
H 2.2539 -5.1493 -0.5162 -0.0147 -0.0736 -0.0263 0.095
H 1.1242 -5.2518 -1.8696 0.0348 -0.0714 0.0285 0.095
H 0.3825 -6.0725 1.1200 0.0132 -0.0650 -0.0606 0.093
H -0.7509 -6.1731 -0.2311 0.0662 -0.0600 0.0017 0.093
H -1.1494 -5.1726 1.1839 -0.0009 0.0007 0.0022 0.086
C -5.3159 -1.0246 -0.5773 0.1944 -0.0591 0.0437 -0.004
C -4.4733 0.0221 -1.2441 -0.1231 0.0963 0.0142 -0.452
O -3.2584 -0.0634 -1.2518 0.0335 -0.1589 -0.1364 0.032
C -5.1837 1.1767 -1.8895 0.2039 0.0167 -0.0455 -0.002
H -4.6823 -1.7971 -0.1493 -0.0001 0.0039 -0.0004 0.087
H -5.9167 -0.5688 0.2107 -0.0800 0.0078 -0.0487 0.096
H -5.9935 -1.4705 -1.3066 -0.0762 0.0501 0.0207 0.096
H -5.7793 1.7052 -1.1444 -0.0790 -0.0388 -0.0164 0.096
H -5.8572 0.8098 -2.6652 -0.0778 0.0034 0.0497 0.096
H -4.4641 1.8635 -2.3281 -0.0051 0.0065 0.0050 0.084

***

4.
53
Properties=species:S:1:pos:R:3:forces:R:3:lowdin_charge:R:1 method="wB97M-V/def2-TZVPD" e_homo_ev=-4.11 charge=0 lumo_ev=-0.683 orbital_gap_ev=3.43 energy_ev=-42951.2281 relative_energy_kj_mol=453.5 mol_weight_g_mol=472.69
P 0.3432 -1.8059 1.6911 -0.5192 2.0938 0.7399 0.592
P 0.4576 1.9949 1.5364 -1.0009 -0.2920 -0.0433 0.810
C -0.0455 -0.5870 0.3083 0.7024 -1.0469 -2.2127 -0.564
C 0.6881 0.7496 0.1841 -0.3427 0.2475 -0.1620 -0.455
H -1.1142 -0.5154 0.0688 -0.1514 0.2667 0.3643 0.048
H 0.2834 -1.1980 -0.5229 -0.0930 0.6543 -0.1395 -0.004
H 1.7412 0.5691 -0.1205 -0.5587 0.3791 0.2547 0.103
H 0.1312 1.3092 -0.5762 0.9986 -0.8716 0.3168 -0.009
C -1.3349 2.4560 1.0322 -0.1477 0.5777 0.2557 -0.373
H -1.6443 3.1224 1.8515 -0.2205 -0.0433 -0.1673 0.029
H -2.0755 1.6266 0.9954 0.5187 0.3652 -0.1823 -0.031
H -1.5016 3.0286 0.0913 0.4990 -0.3975 0.6075 0.035
C 1.2101 3.6289 1.1082 -0.0363 0.0000 0.2445 -0.293
H 0.9040 4.1697 0.1964 0.0050 -0.5714 0.1677 0.044
H 2.3054 3.5559 1.1474 -0.3086 0.0860 0.0823 0.039
H 0.8572 4.2118 1.9763 0.4105 0.0881 -0.3472 0.036
C -0.7112 -3.2651 1.1265 -0.3967 -0.1271 0.8125 -0.242
H -0.7570 -3.8226 2.0796 -0.0950 -0.1593 -0.7703 0.007
H -0.3553 -3.9651 0.3295 -0.0349 0.9472 0.4753 0.057
H -1.7653 -2.9959 0.9247 0.3838 0.0830 -0.1886 0.032
C 2.0162 -2.4516 1.2180 0.3338 0.1457 0.7425 -0.237
H 2.7503 -1.6337 1.2162 -0.2738 -0.1351 -0.1120 0.038
H 2.1423 -3.0512 0.2874 -0.5662 0.4266 0.5500 0.047
H 2.2961 -3.0801 2.0786 0.0340 0.0059 -0.3390 0.041
Ba -1.5506 0.0739 3.0386 1.2327 -0.2981 1.1180 1.675
C 0.3235 1.6442 -2.5063 -0.7769 1.0717 -0.4396 -0.135
C -1.0236 1.7239 -2.4279 1.1138 0.5310 -0.4099 -0.123
C -1.9177 1.0097 -3.3813 -0.1812 -0.7570 -0.5851 -0.177
C -1.4672 -0.4813 -3.6112 -0.4906 0.4640 -0.3548 -0.186
C -0.7578 -1.1783 -2.4890 0.7184 -1.0888 -0.6172 -0.123
C 0.5792 -1.3808 -2.5887 -0.8895 -0.5554 -0.1673 -0.137
C 1.4795 -0.5516 -3.4513 -0.0693 0.3140 -0.7856 -0.174
C 1.0417 0.9479 -3.6174 0.8766 0.1234 -0.4716 -0.183
C 0.1487 -2.3482 3.7663 -0.2065 -2.5072 0.8734 -0.422
H 1.0213 2.2302 -1.8773 -0.9071 -0.3211 -0.2369 0.110
H -1.5643 2.3280 -1.6952 0.5905 -0.1213 -0.1066 0.079
H -1.8717 1.4362 -4.4201 -0.4018 0.1247 0.9951 0.123
H -2.9580 1.0587 -2.9709 0.7357 -0.1000 -0.6645 0.113
H -2.3934 -1.0421 -3.8177 0.3899 -0.0099 -0.1141 0.112
H -0.8230 -0.5418 -4.5197 -0.6786 0.0528 0.6233 0.106
H -1.4223 -1.6340 -1.7185 0.8903 0.0343 -0.7467 0.113
H 1.1628 -2.1762 -2.0909 -0.7991 0.5684 0.4604 0.109
H 1.5036 -0.9203 -4.5132 0.4035 -0.0651 0.9349 0.123
H 2.5038 -0.6173 -2.9912 -0.8693 0.1509 -0.7006 0.119
H 2.0005 1.4864 -3.7042 -0.3808 -0.0393 -0.3982 0.110
H 0.4817 1.0966 -4.5672 0.4187 -0.1900 0.5607 0.112
H 1.0838 -1.9262 4.1897 -0.7388 -0.1946 -0.0017 0.003
H 0.2123 -3.4730 3.6070 -0.1057 1.1923 1.3086 -0.017
H -0.7914 -2.0522 4.3665 1.4537 -0.8521 -0.4727 -0.049
O -1.6764 0.6464 5.5859 1.3698 0.0886 0.7077 -0.357
N -0.4163 0.8164 5.9861 -0.8592 -0.2358 -1.0441 -0.556
O -0.1300 0.7388 7.1721 -0.0898 0.2841 -1.8578 0.053
O 0.3996 1.0351 5.0190 -0.8894 -0.3870 1.6434 -0.170